(1)
Computed, not measured: C14H30ClNO4PRuSe2 as an isolated structure, with ωB97M-V/def2-TZVPD.

```
54
Properties=species:S:1:pos:R:3:lowdin_charge:R:1
Ru 0.34 0.19 0.39 0.8369
O 2.77 -1.29 -2.99 -0.1243
C 3.34 -2.42 -2.36 -0.2900
C 3.56 -2.30 -0.84 -0.5847
C 4.72 -3.27 -0.56 -0.2499
O 4.96 -3.55 0.82 -0.0811
C 4.05 -0.90 -0.43 -0.5780
Se 2.84 0.65 -0.20 0.4667
C 2.34 -2.78 -0.04 -0.5925
Se 0.56 -2.28 -0.72 0.4159
H 1.98 -1.06 -2.48 -0.0182
H 4.31 -2.57 -2.85 0.1154
H 2.73 -3.32 -2.54 0.1056
H 5.64 -2.87 -1.02 0.1139
H 4.50 -4.24 -1.03 0.1197
H 4.66 -2.79 1.32 0.0654
H 4.79 -0.58 -1.17 0.0489
H 4.58 -0.98 0.52 0.0311
H 2.40 -2.42 0.99 0.0406
H 2.35 -3.87 -0.01 0.0450
C -3.30 -1.56 0.76 -0.0906
C -2.58 -0.34 1.35 -0.7480
C -3.60 0.58 2.03 -0.0943
C -1.61 -0.83 2.43 -0.1161
N -1.80 0.36 0.32 -0.3543
H -3.85 -2.11 1.54 0.0660
H -2.57 -2.23 0.31 0.0496
H -4.01 -1.25 -0.01 0.0518
H -4.11 0.06 2.86 0.0657
H -4.37 0.91 1.32 0.0504
H -3.10 1.46 2.43 0.0769
H -2.15 -1.35 3.23 0.0721
H -1.07 0.01 2.87 0.0551
H -0.89 -1.54 2.00 0.0288
Cl 0.69 5.56 1.57 0.4762
C 1.53 4.03 2.02 -0.4888
C 0.80 2.78 1.50 -0.8520
O 0.56 1.90 2.36 -0.1123
O 0.59 2.71 0.27 -0.1865
H 1.59 4.01 3.10 0.0566
H 2.51 4.07 1.56 0.0666
C -4.24 1.48 -2.18 -0.2994
P -2.71 1.21 -0.88 0.7390
C -2.77 2.95 -0.28 -0.2396
C -1.45 1.32 -2.20 -0.2544
H -4.09 2.35 -2.83 -0.0163
H -5.15 1.61 -1.59 -0.0158
H -4.33 0.57 -2.78 -0.0109
H -2.87 3.64 -1.12 0.0289
H -1.85 3.16 0.26 0.0197
H -3.63 3.09 0.38 0.0232
H -1.74 2.10 -2.90 0.0279
H -1.39 0.37 -2.73 0.0369
H -0.47 1.55 -1.78 0.0017
```

The net charge is -2. The lowest unoccupied orbital energy (spin up / spin down) is 4.8 / 4.8 eV. The total energy is -179769.58255 eV. As for the multiplicity: 6.

(2)
Computed, not measured: C12H15CrN7NiO12 as an isolated structure at a distorted geometry, with ωB97M-V/def2-TZVPD.

```
48
Properties=species:S:1:pos:R:3:lowdin_charge:R:1
Ni -2.86 0.24 -2.69 0.6022
Cr 1.85 2.13 -2.29 1.1909
N -0.17 0.80 -4.44 -0.4974
O -1.10 0.29 -3.83 -0.0239
O 0.87 1.15 -3.85 -0.1111
O -0.38 1.39 -5.48 0.1127
N -1.54 3.27 -3.01 -0.5409
O -1.66 3.63 -4.21 0.0257
O -0.42 3.31 -2.52 -0.0775
O -2.38 2.48 -2.52 -0.0737
N 4.11 0.67 -2.72 -0.5405
O 5.06 -0.05 -2.89 0.1830
O 3.65 1.57 -3.38 0.0102
O 3.22 0.43 -1.89 0.0071
N -0.29 0.18 -0.58 -0.5719
O 0.58 0.93 -0.98 -0.0692
O -0.12 -0.59 0.32 0.0509
O -1.38 0.29 -1.10 -0.0120
N -0.15 -4.19 4.34 0.0136
C -0.21 -2.91 4.46 -0.1488
C 0.15 -2.36 3.21 -0.1475
C 0.25 -3.34 2.31 -0.1423
C 0.05 -4.54 3.05 -0.0973
H -0.03 -4.82 5.13 0.1718
H -0.19 -2.37 5.39 0.1203
H 0.20 -1.32 2.93 0.0948
H 0.35 -3.28 1.24 0.1036
H 0.19 -5.56 2.73 0.1092
N -2.84 -2.50 1.64 0.1316
C -3.46 -1.48 2.35 0.0036
C -4.74 -1.77 2.72 0.0076
C -5.03 -2.93 1.97 0.0190
C -3.86 -3.40 1.36 0.0502
H -1.86 -2.64 1.47 0.1176
H -2.90 -0.59 2.57 0.1500
H -5.35 -1.16 3.36 0.1327
H -5.91 -3.56 2.01 0.1261
H -3.56 -4.34 0.92 0.1494
N 3.84 2.97 -0.15 0.0578
C 4.25 3.68 -1.24 -0.0631
C 3.10 4.47 -1.58 -0.0682
C 2.01 4.09 -0.78 -0.1098
C 2.48 3.03 -0.06 -0.1761
H 4.57 2.54 0.40 0.1798
H 5.27 3.70 -1.57 0.1417
H 3.20 5.19 -2.37 0.1207
H 1.13 4.67 -0.54 0.1434
H 2.01 2.60 0.82 0.1440
```

The net charge is +1. The lowest unoccupied orbital energy (spin up / spin down) is -5.8 / -7.1 eV. The total energy is -117123.78073 eV. As for the multiplicity: 6.

(3)
Computed, not measured: a 3-piece molecular cluster, C2H6N2O2 overall at a distorted geometry, with ωB97M-V/def2-TZVPD.

```
12
Properties=species:S:1:pos:R:3:lowdin_charge:R:1
C -1.46 1.47 -2.28 -0.2190
C -0.36 0.80 -1.49 0.0402
N -0.34 -1.78 -1.25 -0.0319
N 1.26 -0.73 1.00 0.0318
O 0.67 -2.00 -1.79 -0.0578
O -0.21 1.09 -2.77 -0.0470
H -2.43 1.00 -2.67 0.1090
H -1.62 2.65 -2.24 0.1206
H -0.32 -2.09 -0.23 0.0521
H 2.09 -1.22 1.11 -0.0141
H 1.12 -0.33 1.87 -0.0239
H 1.31 0.18 0.43 0.0400
```

The lowest unoccupied orbital energy (spin up / spin down) is 0.1 / 0.1 eV. The total energy is -9239.42673 eV.

(4)
Computed, not measured: C12H39As2F12N13O8Tl as an isolated structure at a distorted geometry, with ωB97M-V/def2-TZVPD.

```
87
Properties=species:S:1:pos:R:3:lowdin_charge:R:1
Tl -0.45 -0.33 -0.19 1.4698
As 2.52 2.97 -1.90 0.9633
F 3.92 2.46 -0.93 -0.2482
F 3.49 4.18 -2.80 -0.2536
F 1.07 3.33 -2.89 -0.2663
F 1.47 1.77 -1.08 -0.2850
F 2.06 4.25 -0.71 -0.2786
F 2.90 1.73 -3.18 -0.2795
As 1.65 -2.61 3.36 0.9281
F 1.01 -1.52 4.57 -0.2491
F 3.12 -1.54 3.24 -0.2863
F 2.35 -3.61 2.05 -0.2636
F 0.17 -3.56 3.27 -0.2503
F 0.96 -1.46 2.10 -0.3232
F 2.40 -3.62 4.60 -0.2383
C -4.13 0.51 -0.65 -0.0729
O -3.33 -0.38 0.12 -0.2517
C -4.11 -1.40 0.69 -0.2047
C -3.27 -2.03 1.78 -0.1843
N -1.97 -2.50 1.39 0.0327
C -2.23 -3.63 0.53 -0.1726
C -0.90 -4.25 0.13 -0.1654
O -0.05 -3.27 -0.51 -0.2475
C 1.17 -3.79 -1.04 -0.0853
H -3.48 1.38 -0.78 0.0726
H -5.06 0.87 -0.20 0.0998
H -4.29 0.16 -1.67 0.0994
H -4.46 -2.10 -0.07 0.1282
H -5.01 -0.98 1.12 0.1346
H -3.78 -2.91 2.18 0.1396
H -3.15 -1.30 2.58 0.1214
H -1.54 -2.86 2.24 0.1162
H -2.79 -3.43 -0.39 0.1318
H -2.81 -4.38 1.07 0.1434
H -0.98 -5.03 -0.63 0.1310
H -0.42 -4.78 0.96 0.1252
H 1.66 -4.48 -0.35 0.0985
H 1.84 -2.97 -1.31 0.0669
H 1.00 -4.14 -2.06 0.0856
C 3.58 -1.12 -0.13 -0.6920
O 2.36 -1.02 -0.12 0.0149
N 4.41 -0.26 -0.64 0.2158
N 4.15 -2.23 0.31 0.1994
H 4.01 0.62 -0.94 0.0654
H 5.33 -0.31 -0.23 0.1243
H 3.55 -2.92 0.75 0.0743
H 5.14 -2.28 0.48 0.1226
C -1.71 1.73 -3.57 -0.7252
O -1.19 1.12 -2.67 -0.0058
N -1.65 3.05 -3.55 0.1718
N -2.37 1.34 -4.66 0.1808
H -0.89 3.44 -3.03 0.0835
H -2.11 3.63 -4.24 0.1131
H -2.41 1.98 -5.43 0.1149
H -2.42 0.33 -4.75 0.1174
C -1.37 3.63 0.26 -0.7253
O -1.09 2.49 -0.10 -0.0247
N -2.46 3.91 0.90 0.1997
N -0.53 4.60 0.01 0.2052
H -3.15 3.23 1.18 0.1087
H -2.64 4.87 1.15 0.1187
H -0.73 5.47 0.47 0.1208
H 0.31 4.44 -0.53 0.0669
C -1.58 1.00 3.39 -0.7158
O -1.45 0.37 2.36 -0.0244
N -2.68 1.65 3.73 0.1816
N -0.69 1.03 4.36 0.2108
H -3.38 1.64 3.01 0.1093
H -2.79 2.12 4.61 0.1186
H -0.85 1.68 5.11 0.1199
H 0.13 0.47 4.16 0.0977
C 1.02 -1.30 -3.91 -0.7302
O 0.52 -1.17 -2.81 -0.0038
N 1.81 -0.44 -4.47 0.2105
N 0.94 -2.46 -4.56 0.1723
H 2.00 -0.61 -5.45 0.1188
H 1.98 0.46 -4.04 0.0803
H 0.16 -3.07 -4.35 0.1144
H 1.32 -2.56 -5.49 0.1093
C 2.24 1.79 2.08 -0.7111
O 1.43 1.10 1.52 0.0245
N 3.10 1.29 2.93 0.2057
N 2.31 3.11 1.99 0.1961
H 3.22 0.28 2.99 0.0757
H 3.81 1.84 3.38 0.1205
H 2.87 3.66 2.62 0.1163
H 1.82 3.61 1.26 0.0761
```

The net charge is +1. The lowest unoccupied orbital energy is -8.0 eV. The total energy is -207808.94731 eV.

(5)
Computed, not measured: one molecule with the formula C2H5ClOS at a distorted geometry, with ωB97M-V/def2-TZVPD.

```
10
Properties=species:S:1:pos:R:3:lowdin_charge:R:1
C 0.87 0.54 -0.58 -0.1123
C 0.43 -0.47 0.49 -0.4012
O -0.77 -0.25 1.13 -0.5121
S -2.05 0.74 0.30 0.4946
Cl -3.25 -0.73 -0.35 0.1097
H 0.46 1.46 -0.27 0.0245
H 1.89 0.53 -0.40 0.0390
H 0.68 0.22 -1.70 0.1275
H 1.20 -0.59 1.30 0.1288
H 0.54 -1.46 0.07 0.1016
```

The lowest unoccupied orbital energy is 0.2 eV. The total energy is -27558.32246 eV. The SMILES is CCOSCl.

(6)
Computed, not measured: one molecule with the formula C6H12NOP at a distorted geometry, with ωB97M-V/def2-TZVPD.

```
21
Properties=species:S:1:pos:R:3:lowdin_charge:R:1
C 3.02 -2.24 0.57 -0.2961
C 0.83 0.54 0.58 -0.2292
C 1.50 -0.52 1.51 -0.2517
C -0.04 -0.06 -0.59 -0.4586
C -1.78 1.73 -0.33 -0.1168
C -1.08 0.95 -1.43 -0.2711
N 2.08 -1.50 0.74 0.1134
O 3.55 -3.09 -0.03 0.1383
P -1.31 -1.57 -0.06 0.7742
H 0.15 1.10 1.23 0.0904
H 1.42 1.31 0.20 0.0861
H 2.24 0.03 2.10 0.1242
H 0.67 -0.76 2.22 0.1188
H -1.11 2.60 -0.21 0.0967
H -1.74 0.97 0.45 0.0168
H -2.75 1.97 -0.41 0.0279
H -0.45 1.63 -1.87 0.0488
H -1.42 0.36 -2.24 0.0619
H 0.69 -0.57 -1.49 0.1535
H -2.03 -1.87 -1.39 -0.0720
H -2.47 -1.00 0.48 -0.1555
```

The lowest unoccupied orbital energy is 0.4 eV. The total energy is -19239.42116 eV. The SMILES is CC[C@H](P)CCN=C=O.

(7)
Computed, not measured: a 3-piece molecular cluster, C26H48N5O5P overall at a distorted geometry, with ωB97M-V/def2-TZVPD.

```
85
Properties=species:S:1:pos:R:3:lowdin_charge:R:1
N -3.90 -0.16 -4.27 0.1194
C -3.06 -0.56 -3.50 -0.1425
C -1.97 -1.18 -2.48 -0.2719
C -1.86 -0.29 -1.14 -0.1750
C -0.39 -0.28 -0.46 -0.1872
C -0.19 1.01 0.51 -0.0778
C 0.47 0.60 1.93 -0.3496
O 0.21 1.23 3.01 0.0156
O 1.40 -0.50 2.03 0.0111
C -2.23 -2.75 -2.24 -0.3972
C -1.14 -3.44 -1.26 -0.1854
N -0.16 -3.83 -0.65 0.1228
P -3.99 -3.21 -1.68 0.8530
N -5.04 -3.39 -3.14 -0.1837
O -4.75 -1.94 -0.80 -0.3436
H -0.95 -1.10 -3.03 0.1389
H -2.64 -0.52 -0.34 0.1155
H -2.06 0.81 -1.47 0.1275
H -0.36 -1.20 0.26 0.1007
H 0.47 -0.42 -1.21 0.1160
H 0.42 1.86 0.00 0.1358
H -1.26 1.37 0.77 0.1267
H 2.18 -0.17 2.56 0.1260
H -2.07 -3.27 -3.27 0.1162
H -5.13 -2.40 -3.48 0.0106
H -4.48 -3.96 -3.79 0.0281
H -4.89 -2.34 0.10 0.0544
C 3.17 -1.78 -6.23 -0.0420
C 2.31 -2.72 -5.34 -0.4794
C 3.08 -4.04 -5.11 -0.1351
C 3.16 -4.89 -6.37 -0.1838
C 1.77 -5.15 -6.96 -0.1338
C 0.90 -3.88 -7.12 -0.4789
N 0.96 -2.95 -5.96 -0.0326
O 0.15 -3.44 -4.98 -0.0480
C 1.29 -3.12 -8.41 -0.0414
C -0.55 -4.37 -7.43 -0.0486
C 2.21 -1.94 -4.00 -0.0492
H 4.04 -1.42 -5.67 0.0876
H 3.59 -2.27 -7.11 0.0550
H 2.60 -0.91 -6.55 0.0947
H 2.59 -4.62 -4.32 0.1274
H 4.09 -3.83 -4.75 0.1257
H 3.80 -4.42 -7.12 0.1042
H 3.63 -5.85 -6.13 0.1159
H 1.89 -5.65 -7.92 0.1249
H 1.26 -5.86 -6.30 0.1224
H 0.74 -2.17 -8.48 0.0941
H 1.05 -3.70 -9.30 0.0856
H 2.35 -2.90 -8.48 0.0588
H -0.93 -5.05 -6.67 0.0747
H -0.58 -4.92 -8.38 0.0857
H -1.24 -3.53 -7.52 0.0886
H 1.70 -0.99 -4.14 0.0832
H 3.21 -1.73 -3.60 0.0866
H 1.69 -2.50 -3.22 0.0667
C -1.99 3.38 6.83 -0.0426
C -0.97 4.34 6.18 -0.4799
C 0.31 3.56 5.81 -0.1368
C 1.10 3.13 7.04 -0.1841
C 1.43 4.32 7.93 -0.1365
C 0.22 5.23 8.26 -0.4814
N -0.67 5.50 7.09 -0.0412
O -0.09 6.47 6.34 -0.0273
C -0.62 4.62 9.41 -0.0446
C 0.79 6.53 8.90 -0.0507
C -1.68 4.79 4.88 -0.0436
H -2.39 2.68 6.08 0.0869
H -1.57 2.74 7.60 0.0538
H -2.84 3.92 7.25 0.0929
H 0.95 4.16 5.17 0.1271
H 0.04 2.67 5.23 0.1068
H 0.56 2.37 7.62 0.1038
H 2.04 2.65 6.72 0.1138
H 1.89 3.96 8.86 0.1226
H 2.20 4.92 7.42 0.1210
H -1.53 5.21 9.58 0.0926
H -0.06 4.61 10.35 0.0834
H -0.91 3.58 9.24 0.0577
H 1.52 7.03 8.26 0.0757
H 1.30 6.31 9.84 0.0833
H -0.01 7.25 9.13 0.0880
H -2.61 5.33 5.11 0.0874
H -1.94 3.93 4.26 0.0825
H -1.06 5.44 4.25 0.0758
```

The lowest unoccupied orbital energy (spin up / spin down) is 0.3 / -0.6 eV. The total energy is -54710.35441 eV. As for the multiplicity: 3.

(8)
Computed, not measured: a 2-piece molecular cluster, C4H15N3O overall at a distorted geometry, with ωB97M-V/def2-TZVPD.

```
23
Properties=species:S:1:pos:R:3:lowdin_charge:R:1
C 1.86 -1.00 0.55 -0.2373
N 1.28 -1.01 -0.82 -0.0682
C -0.18 -0.94 -1.00 -0.2372
C -0.71 0.13 -1.91 -0.2407
N -1.34 1.41 -1.34 -0.0165
C 1.81 0.29 1.37 -0.2621
N 0.51 0.43 2.08 0.0064
H 2.86 -1.35 0.32 0.1004
H 1.61 -1.86 1.18 0.1163
H 1.85 -0.38 -1.36 0.0932
H -0.62 -0.92 -0.01 0.0761
H -0.48 -1.93 -1.40 0.1103
H 0.04 0.35 -2.69 0.1087
H -1.60 -0.15 -2.48 0.0918
H -1.08 1.48 -0.37 0.0179
H -0.89 2.16 -1.86 0.0528
H 2.04 1.15 0.76 0.0945
H 2.63 0.34 2.09 0.0955
H -0.05 -0.35 1.76 0.0222
H -0.04 1.20 1.72 0.0401
H -3.02 -0.30 0.43 0.0635
H -2.86 1.22 0.94 0.0238
O -2.53 0.34 0.97 -0.0515
```

The lowest unoccupied orbital energy is 0.8 eV. The total energy is -10907.48280 eV. The SMILES is NCCNCCN.O.

(9)
Computed, not measured: C25H29ClN3O5PbS2 as an isolated structure, with ωB97M-V/def2-TZVPD.

```
66
Properties=species:S:1:pos:R:3:lowdin_charge:R:1
Pb -2.01 0.36 0.10 1.3821
C -5.75 1.73 -2.80 -0.0320
N -4.45 1.58 -3.44 0.0454
C -3.35 1.16 -2.82 -0.5459
N -2.20 1.08 -3.51 0.2125
O -3.40 0.84 -1.60 -0.1616
H -6.18 2.69 -3.07 0.0937
H -5.61 1.69 -1.72 0.0844
H -6.43 0.93 -3.10 0.0933
H -4.39 1.76 -4.43 0.1505
H -2.14 1.38 -4.47 0.1245
H -1.37 0.75 -3.04 0.0795
S -1.80 2.76 0.74 0.6414
C -0.23 2.90 1.56 -0.6847
C 0.72 3.77 1.02 -0.1419
C 1.92 3.97 1.68 -0.0805
C 2.19 3.31 2.86 -0.0586
C 1.24 2.44 3.40 -0.0603
C 0.03 2.26 2.76 -0.1242
H 0.50 4.27 0.08 0.1062
H 2.65 4.65 1.25 0.1141
H 3.13 3.46 3.36 0.1134
H 1.45 1.91 4.32 0.1170
H -0.71 1.59 3.19 0.1036
Cl -1.20 -6.28 2.23 0.7136
C -1.91 -4.73 2.00 -0.6532
C -1.60 -3.70 2.88 -0.0774
C -2.17 -2.46 2.67 -0.0273
C -3.03 -2.23 1.60 -0.3553
C -3.53 -0.88 1.35 -0.1305
C -3.34 -3.28 0.74 -0.0321
C -2.79 -4.53 0.94 -0.0842
H -0.92 -3.88 3.70 0.1193
H -1.92 -1.64 3.35 0.1275
H -3.54 -0.21 2.20 0.0679
H -4.40 -0.77 0.71 0.0697
H -4.02 -3.12 -0.09 0.1250
H -3.03 -5.36 0.29 0.1125
C 4.60 2.69 -2.10 -0.0381
C 4.08 1.62 -1.18 -0.2518
C 4.86 0.51 -0.85 -0.0172
C 4.39 -0.47 0.00 -0.0511
C 3.11 -0.35 0.54 -0.2822
C 2.33 0.76 0.25 -0.0539
C 2.81 1.73 -0.61 -0.0274
S 2.49 -1.63 1.58 0.6416
O 3.63 -2.26 2.16 -0.2669
O 1.43 -1.12 2.41 -0.3080
N 1.72 -2.69 0.58 -0.1257
C 1.98 -2.77 -0.85 -0.1706
C 1.02 -1.94 -1.77 -0.0379
C -0.06 -1.15 -1.10 -0.6105
O -0.43 0.00 -1.51 -0.1318
O -0.67 -1.65 -0.12 -0.0702
H 5.57 2.43 -2.50 0.0794
H 4.70 3.64 -1.57 0.0865
H 3.92 2.85 -2.93 0.0850
H 5.86 0.42 -1.27 0.1193
H 5.01 -1.31 0.27 0.1216
H 1.36 0.87 0.72 0.0928
H 2.20 2.59 -0.83 0.1075
H 0.73 -2.67 0.80 0.0745
H 1.93 -3.82 -1.14 0.1205
H 3.00 -2.45 -1.03 0.1079
H 0.47 -2.66 -2.38 0.1340
H 1.57 -1.30 -2.45 0.1253
```

The net charge is +1. The lowest unoccupied orbital energy is -4.6 eV. The total energy is -80539.42900 eV.

Please write out number 5 again, unchanged.
Computed, not measured: one molecule with the formula C2H5ClOS at a distorted geometry, with ωB97M-V/def2-TZVPD.

```
10
Properties=species:S:1:pos:R:3:lowdin_charge:R:1
C 0.87 0.54 -0.58 -0.1123
C 0.43 -0.47 0.49 -0.4012
O -0.77 -0.25 1.13 -0.5121
S -2.05 0.74 0.30 0.4946
Cl -3.25 -0.73 -0.35 0.1097
H 0.46 1.46 -0.27 0.0245
H 1.89 0.53 -0.40 0.0390
H 0.68 0.22 -1.70 0.1275
H 1.20 -0.59 1.30 0.1288
H 0.54 -1.46 0.07 0.1016
```

The lowest unoccupied orbital energy is 0.2 eV. The total energy is -27558.32246 eV. The SMILES is CCOSCl.